# 1
The following is a quantum chemistry calculation of a structure of composition C38H50N7OZn at a distorted geometry, from the OMol25 dataset.

```
! wB97M-V def2-TZVPD RIJCOSX def2/J DEFGRID3
* xyz 1 1
C 0.38285 -1.85781 2.22706
N 0.66806 0.45887 -1.91249
C -1.46064 1.68787 -3.29793
H -1.46442 -0.79376 -1.34079
C -5.94748 -0.38776 -0.69429
H 2.14580 -1.58192 -2.38024
H 4.11598 -4.41523 -1.55453
H -1.92320 2.19309 -4.14663
H 0.74167 -7.28443 -0.06307
C -3.83544 0.83156 -0.33341
N 0.76160 1.25545 1.65235
H -0.11292 2.48415 5.31073
C -5.22343 0.78334 -0.58018
H 2.60615 0.07564 -5.62392
H 5.13801 1.63687 -1.58590
C 3.06918 1.11293 -1.75910
C -2.37020 4.85150 0.38520
C 3.78772 -3.46634 -1.13047
H 3.40494 2.08833 2.19340
C 0.19326 -6.57520 0.55913
C -3.23209 2.19593 -0.03689
C 2.50722 -3.65375 -0.35107
H 0.20416 -6.95310 1.58543
H -4.40215 5.24247 0.98353
N 1.67293 1.87491 3.72844
H -0.00400 -0.92784 1.83926
H -5.84534 -2.54749 -0.64201
H -7.01977 -0.34133 -0.85789
H -0.84163 2.39984 -2.76307
C -1.83722 1.05069 2.80761
H -2.52551 1.84587 2.52087
C -4.10555 3.19272 0.43401
C 2.02587 1.03978 1.09486
H -5.12721 2.94917 0.69411
C 0.82387 -2.84229 1.17294
H -0.84886 -6.57247 0.22788
H 3.54162 -1.14628 -0.27065
H -1.63824 0.13607 -5.61780
H 1.98989 3.75423 2.82814
C -3.69070 4.50193 0.63192
C -5.29986 -1.61069 -0.59097
H 1.14352 0.25196 4.96377
H -2.03598 5.87806 0.50412
H -1.79487 2.01498 5.13567
H 1.21872 -0.94204 -6.01607
C 1.55405 -0.10365 -5.40128
H 5.29285 1.91032 0.72583
C -1.47474 3.85099 0.02916
C 0.80031 -5.18845 0.48207
H -2.33767 0.38341 3.51070
C -3.19330 -0.42212 -0.36880
C -3.92566 -1.60620 -0.46253
H -0.72251 -1.20918 -4.91383
C 1.94715 -4.92233 -0.25532
N -0.64423 1.60248 3.44951
H 0.98536 0.78322 -5.66573
C -0.94184 2.44106 4.61549
H -0.38512 -2.30409 2.86578
C -1.34904 -0.35182 -4.68605
C 2.51585 -1.27650 0.00944
C 0.58032 1.58887 2.90282
H 3.07599 1.33682 -2.82271
H 1.52158 3.84950 4.53697
H 1.99671 -2.40678 -3.94214
H -1.20116 3.45586 4.30580
C 2.09793 3.27412 3.80366
N 1.42472 -0.39085 -3.96993
H -5.75933 1.71408 -0.70005
H -1.57807 0.48724 1.92261
H -3.38253 -2.55002 -0.45094
Zn -0.51147 1.10927 -0.22456
C 1.83508 1.09115 4.95667
H -2.25809 -0.71017 -4.19789
H 4.59411 -3.09312 -0.48695
C 0.50198 0.21193 -3.19723
H 3.15085 3.31899 4.09532
H -0.42524 4.12023 -0.08655
C 1.90328 -2.55065 0.29982
H -2.26036 1.35259 -2.62929
C 0.28050 -4.12913 1.21322
C -1.86676 2.52143 -0.17341
H 2.84804 0.69375 5.00622
H 1.24244 -1.59304 2.86234
C 1.93206 0.54339 -1.32273
H 2.43285 -5.74056 -0.78436
C 4.33625 1.58493 0.33243
O 1.81392 0.04038 0.02618
C 2.26923 -1.46761 -3.45590
H 1.66735 1.69137 5.85559
H -1.50126 -1.45647 0.11460
C 3.24768 1.56807 1.26218
N -0.65196 0.58090 -3.80380
H 3.31910 -1.26201 -3.67227
H 3.67840 -2.74846 -1.95102
N -1.73121 -0.60412 -0.37830
H -0.54770 -4.32289 1.89531
C 4.24698 1.41542 -1.00721
*
```

HOMO level = -8.132 eV
energy above the lowest of the compared OMol25 structures with the same formula, charge and spin = 2.221 eV
LUMO energy = -2.539 eV
DFT total energy = -3715.48114 a.u.

These are the Mulliken partial charges, in e, on atoms 1 to 4:
1. C -0.512
2. N 0.194
3. C -1.410
4. H 0.389

# 2
The following is a quantum chemistry calculation of a structure of composition C38H51AuCl3N2O3SbSi at a distorted geometry, from the OMol25 dataset.

```
! wB97M-V def2-TZVPD RIJCOSX def2/J DEFGRID3
* xyz 0 3
C 3.51352 -1.12389 -1.56320
C 2.31552 -1.79944 4.29594
H 2.41676 -2.56096 -3.65473
C 4.69770 5.25983 0.89413
C 2.92938 -0.85039 5.12315
H -0.93225 -3.84952 -3.47682
C -1.91034 -0.13451 -4.12875
H 1.56198 2.89139 -4.52034
H 4.40413 6.02565 0.16826
C -1.95537 2.31740 2.67462
H -3.65581 1.46964 3.72697
H 0.88976 1.82347 4.51213
C 2.20253 1.99428 -4.46327
C 0.33858 0.71876 -3.33661
H -3.01513 -3.27860 -4.75068
H -5.25737 -2.66070 -0.86922
H 5.72317 4.94972 0.66056
O 2.14678 -2.09974 0.68266
Au -0.00776 1.13659 -0.06967
H -1.88289 -1.75486 -1.12166
C 2.42953 0.45763 5.18340
C -3.12992 4.80536 3.15221
H -4.71436 3.69570 4.11065
N -3.25313 -3.16198 -0.52087
C -2.33968 -1.88630 3.82795
H -3.57629 5.77959 3.34947
Cl 1.91168 0.94172 1.24942
H -3.70459 -0.37292 1.08639
C 4.39939 2.64692 2.16762
O -1.03904 -3.16748 0.10495
H -3.77966 -5.21059 -0.57532
C 1.28250 0.80550 4.46458
H 4.17848 1.58701 2.02657
C -3.61997 -1.04125 1.94847
C -3.37187 -2.78812 4.12008
C -2.73602 -1.16601 -4.55416
C 1.19474 -1.44745 3.53682
H 3.48267 -0.52892 -2.48583
H -0.26915 1.65161 -3.39860
H -1.44023 5.63922 2.06435
H -5.34170 -3.50871 3.57492
C -0.39332 -1.74133 -3.17306
H -1.44450 -1.86192 4.44780
Cl -2.20320 0.84892 -0.89583
H -2.71214 -4.69662 0.77623
H 3.53168 -3.55950 -2.68499
Si 3.48088 3.80882 1.00411
C -3.16663 2.37754 3.37261
H 0.48179 -1.90724 -2.52988
H 4.13779 2.88829 3.20557
C -0.69466 -0.42214 -3.50389
H 0.75612 -1.08310 -5.35886
C 2.49066 -0.30604 -6.44967
C 1.32817 0.77191 -4.52303
C -3.75688 3.63055 3.59419
C -4.53476 -2.80508 3.34570
H -3.66854 -0.92076 -5.05954
C -4.66468 -1.92151 2.26377
C -4.28964 -2.59722 -1.38248
C 1.96915 4.56696 1.81614
H 4.74547 5.76151 1.87533
H 4.48840 -1.63625 -1.50240
H -4.45697 -4.28821 0.78196
H -4.34342 -3.15438 -2.33020
H -2.20026 0.90630 -4.28270
H 2.05492 -0.01676 -7.40873
Cl 2.69911 3.02604 -0.82768
H 5.48480 2.77778 2.08936
C -2.37276 -2.49603 -4.34799
H 3.81453 -1.12288 5.70240
H 2.94477 2.04950 -5.27041
C -2.47200 -1.03293 2.73339
H -0.54872 3.41247 1.44499
C 1.81464 -2.45083 -0.42072
H -5.57874 -1.91117 1.66532
H 2.85247 -1.32895 -6.55226
H 2.70870 -2.81636 4.23721
C -1.39196 3.47402 2.13252
C -1.20250 -2.79788 -3.64505
H 1.07278 4.03709 1.49950
H 3.36532 -0.46557 -0.70429
H 0.95308 -3.13842 -0.57323
H 1.75527 -3.83005 -2.59504
C -1.93613 4.73067 2.42543
H 3.33521 0.34991 -6.23267
H 2.71136 2.02691 -3.48226
H 0.76885 -2.16518 2.83296
H 1.85173 5.61910 1.52939
C -1.99382 -2.67214 -0.50672
C 2.54262 -3.07067 -2.69074
H 2.93479 1.20805 5.79656
H 2.01983 4.52647 2.90964
O 1.09713 0.72065 -2.22947
C 0.66242 -0.16362 3.66815
H -3.25788 -3.48357 4.95326
H -4.06176 -1.54562 -1.60322
C -3.56774 -4.41568 0.15390
N 2.42888 -2.09317 -1.60921
Sb -0.91752 0.44511 2.28716
C 1.46159 -0.25041 -5.38487
*
```

HOMO level (alpha / beta) = -6.851 / -8.575 eV
energy above the lowest of the compared OMol25 structures with the same formula, charge and spin = 1.565 eV
LUMO energy (alpha / beta) = 0.563 / -2.443 eV
DFT total energy = -3859.78200 a.u.

These are the Mulliken partial charges, in e, on atoms 1 to 4:
1. C -0.786
2. C -0.741
3. H 0.190
4. C -1.136

# 3
The following is a quantum chemistry calculation of a structure of composition C38H51BrNP3Pt at a distorted geometry, from the OMol25 dataset.

```
! wB97M-V def2-TZVPD RIJCOSX def2/J DEFGRID3
* xyz 4 5
C -3.47748 1.20408 5.73023
H 4.68271 -1.89811 2.16778
H 2.64247 -2.75236 -1.43830
C -2.45963 1.33725 4.78695
H -1.54303 3.01791 2.84103
H 1.83700 -0.22940 6.50294
H -2.67399 -1.33457 -4.87101
C 0.11404 -5.20353 -2.51422
C 2.38480 2.27371 4.24266
H -3.20276 -1.32704 2.78245
C -1.11779 1.70447 -2.37595
C -0.61902 5.28647 -6.34003
H -3.93347 -3.72268 1.20631
H 1.67362 1.44771 0.38185
H 3.60711 -4.96382 1.31977
H -3.15990 -2.97737 -4.40638
H -5.13105 -0.00775 6.41194
H 1.22634 2.62017 2.45846
C 2.54400 1.48809 5.38852
C 0.44937 0.95487 3.62014
H -4.59849 -3.13281 -0.32929
H 3.34866 1.71518 6.09040
C -0.33185 5.59129 -4.99231
C 1.69916 0.39803 5.61968
C -0.67381 6.33361 -7.26931
H 3.06189 3.10704 4.03717
H -0.14003 -5.98583 -1.78815
H -2.89851 -1.32164 -2.44403
H -0.77720 4.25950 -6.67030
H 3.14523 0.43089 0.87077
H -1.15383 -1.29093 -2.77497
H 0.03862 -0.76462 4.86793
C -2.41946 -3.00746 -0.16963
H 5.02987 -1.29421 0.52800
H -4.94602 -1.63955 4.53227
H -1.75891 2.17208 4.87036
C -2.06415 -1.89640 -2.87159
C 1.34605 2.00213 3.35105
P -0.98884 0.65538 2.51564
C -0.22508 4.54140 -4.01301
C -0.13007 6.94368 -4.64523
H 1.40299 -1.54654 -1.76348
H -0.51066 -5.33785 -3.40595
H 0.10210 7.24491 -3.62365
H -3.76141 -4.70840 -0.26736
H 3.16417 -4.46721 -0.31148
H -0.05377 8.96792 -5.41758
H -2.45900 -1.90932 -0.02728
C -2.35572 -2.23663 -4.33799
C 2.35456 -1.71051 -1.23500
C -1.24019 0.78923 -1.35267
C -3.76453 -3.68293 0.12642
C 4.59402 -1.03658 1.49980
C -0.03378 3.63595 -3.22301
H 1.36615 -3.81517 1.34192
H 0.39885 -3.04734 -2.53953
C 3.39617 -0.75534 -1.80993
H 4.41137 -0.98213 -1.46280
Br -0.61081 -2.51034 2.63487
C -0.00899 2.56851 -2.34145
H 3.39221 -0.86638 -2.90360
C -4.35573 0.11730 5.65582
H -0.54854 2.76173 1.36565
H -3.57695 1.94299 6.52830
C 0.95559 1.53678 -0.43029
P 1.93234 -1.62118 0.55285
H 4.37192 -3.53656 0.61444
C -0.20668 7.91387 -5.65499
H -0.89421 6.12345 -8.31815
C -2.33675 0.40620 3.73724
C 3.15078 -0.53525 1.39203
H 2.55859 -3.03080 2.35666
H 1.16264 -5.34154 -2.80538
C 3.42747 -4.08879 0.68205
H -2.11528 0.16698 -1.18041
C 0.67014 0.11338 4.71728
N -0.46162 7.59847 -6.92172
C 1.03813 2.50591 -1.41218
H -1.46560 -2.62810 -4.84543
H 2.73889 -0.34634 2.39767
C -0.14151 0.67344 -0.49288
H -1.89229 1.80355 -3.13722
P -1.87543 -3.39456 -1.85140
H 5.20932 -0.23121 1.92026
C -3.26896 -0.63289 3.62135
C -4.25496 -0.79604 4.60071
C -0.09663 -3.80448 -1.91614
H 1.85349 3.22827 -1.42118
C -1.36632 2.36297 1.97532
H 0.32576 -3.72898 -0.90147
Pt -0.28585 -0.81151 0.80572
H -1.64396 -3.41405 0.49985
H 3.16416 0.29313 -1.59153
H -2.27265 2.31854 1.35920
C 2.31043 -3.25338 1.30711
*
```

HOMO level (alpha / beta) = -17.570 / -17.582 eV
energy above the lowest of the compared OMol25 structures with the same formula, charge and spin = 0.000 eV
LUMO energy (alpha / beta) = -10.870 / -14.055 eV
DFT total energy = -5249.13312 a.u.

These are the Mulliken partial charges, in e, on atoms 1 to 4:
1. C -0.802
2. H 0.388
3. H 0.505
4. C -0.451